Formula: C31H84O11
Source: the OMol25 dataset
Level of theory: ωB97M-V with the def2-TZVPD basis set

Geometry as XYZ:
```
126
Properties=species:S:1:pos:R:3:forces:R:3
C -12.53394 -7.02844 -10.69983 -0.1 0.0 1.3
C -11.30837 -6.46215 -9.94100 -2.1 -0.5 0.9
C -10.83466 -7.29610 -8.74824 -0.7 -0.1 -0.2
O -10.34495 -6.38203 -10.87736 3.0 0.5 -1.7
H -12.40204 -8.02430 -11.12291 0.5 -0.3 0.4
H -12.74576 -6.42695 -11.58382 -0.4 0.4 0.5
H -13.30935 -7.10338 -9.93746 -0.8 0.2 -0.5
H -11.51535 -5.44575 -9.60604 -0.2 0.1 0.0
H -9.95349 -6.86542 -8.27266 0.1 -0.1 -0.3
H -10.65009 -8.28740 -9.16218 0.4 -0.3 0.3
H -11.57961 -7.42484 -7.96302 -0.2 0.2 -0.1
H -10.07145 -7.28836 -11.03666 0.4 -0.1 -0.3
C -14.22795 -7.97475 -7.10785 1.0 0.5 0.2
C -14.66429 -6.50667 -7.15720 -2.6 0.9 1.4
C -15.86531 -6.22320 -6.17217 0.7 -1.6 -1.5
O -13.69701 -5.58803 -6.75452 2.4 0.0 -0.2
H -14.15498 -8.39663 -8.11025 -0.1 -0.1 0.1
H -14.79517 -8.63459 -6.45136 -0.4 0.2 -0.1
H -13.22530 -7.96646 -6.68040 0.2 -0.1 -0.1
H -14.99613 -6.26224 -8.16627 0.0 0.0 -0.2
H -16.63831 -6.85395 -6.61118 -0.6 0.2 0.7
H -16.16673 -5.17639 -6.13425 0.0 -0.1 -0.2
H -15.54225 -6.58486 -5.19599 -0.3 0.0 0.1
H -14.07096 -4.82056 -6.31551 -0.2 -0.2 -0.2
C -15.39623 -9.96324 -10.81788 -0.8 0.7 0.8
C -16.29861 -10.94323 -10.03579 1.9 -0.7 -2.3
C -17.71894 -11.04640 -10.49077 -0.2 0.7 0.5
O -15.75670 -12.26524 -10.19941 0.5 -0.5 1.6
H -15.86747 -9.03015 -10.50904 0.2 0.7 -0.7
H -15.32612 -10.08146 -11.89919 -0.6 -0.1 0.0
H -14.36313 -9.87984 -10.48048 0.0 -0.5 0.5
H -16.24946 -10.59958 -9.00255 0.0 -0.6 0.3
H -18.17970 -11.81588 -9.87133 -0.3 0.2 0.1
H -17.83717 -11.35280 -11.53012 0.2 0.3 -0.1
H -18.12158 -10.05512 -10.28255 -0.8 -0.1 -0.3
H -15.57125 -12.44432 -11.12414 -0.1 0.4 -0.2
C -16.43763 -14.15997 -14.60413 -1.1 -0.8 -0.7
C -16.09812 -13.67936 -13.22858 2.7 -1.0 -0.1
C -14.81585 -14.43930 -12.69407 -1.1 0.4 0.2
O -15.75481 -12.30069 -13.28566 0.2 0.4 0.4
H -15.83821 -13.78620 -15.43423 0.1 0.8 0.4
H -17.49591 -13.93935 -14.74375 0.0 0.0 -0.6
H -16.30555 -15.22560 -14.79146 -0.3 -0.3 0.7
H -16.89308 -13.80756 -12.49393 -0.3 -0.2 -0.1
H -14.00583 -14.57916 -13.40990 -0.2 0.5 -0.3
H -15.08959 -15.44743 -12.38285 -0.2 0.0 0.2
H -14.44620 -13.89443 -11.82541 0.3 -0.2 0.0
H -16.25762 -11.85855 -13.97363 -0.2 0.0 -0.1
C -22.12193 -12.41536 -13.11470 0.6 -0.9 0.1
C -21.59791 -13.79818 -13.54961 -0.7 0.0 0.2
C -20.11768 -13.84583 -13.50834 1.2 1.0 -0.9
O -22.00526 -14.80997 -12.65239 -0.3 -0.6 0.7
H -21.40205 -11.64090 -13.37942 -0.4 0.2 -0.5
H -22.09143 -12.44862 -12.02563 -0.4 0.1 0.1
H -23.12871 -12.27734 -13.50895 0.1 0.5 0.2
H -21.99712 -14.10384 -14.51672 0.2 0.4 -0.4
H -19.75676 -13.26860 -14.35960 0.1 -0.2 -0.4
H -19.68562 -14.84573 -13.54869 -0.1 0.1 0.2
H -19.70825 -13.23019 -12.70743 -0.1 -0.4 0.7
H -22.95693 -14.93090 -12.68828 -0.1 0.1 0.1
C -20.63803 -12.00353 -6.69115 -0.3 -0.3 0.0
C -19.69013 -10.89290 -7.10370 -0.5 -1.2 0.9
C -20.33254 -9.54578 -6.75718 0.7 -0.5 0.5
O -18.47261 -11.17209 -6.44876 0.3 1.6 0.5
H -20.75899 -12.02280 -5.60805 -0.5 0.5 0.0
H -20.24812 -13.00738 -6.85956 0.2 0.1 -0.6
H -21.54881 -11.87367 -7.27572 -0.4 -0.3 0.4
H -19.61314 -10.99946 -8.18574 0.4 0.4 -0.3
H -19.64018 -8.71246 -6.87685 -0.3 0.2 -1.0
H -20.60720 -9.39649 -5.71297 0.0 -0.8 0.3
H -21.27519 -9.58822 -7.30281 0.2 0.9 -0.3
H -17.97338 -11.82890 -6.93964 0.2 -0.4 -0.5
C -12.55642 -13.02413 -15.91690 -0.3 1.6 1.2
C -11.88586 -11.76517 -15.18350 1.8 -1.8 0.4
C -12.30725 -11.65564 -13.68817 0.2 -1.0 -1.2
O -10.46647 -12.10137 -15.35878 -0.2 0.3 0.1
H -11.96704 -13.93079 -15.78017 0.3 0.4 0.2
H -12.70999 -12.90083 -16.98896 -0.2 0.2 0.2
H -13.47608 -13.17577 -15.35181 -0.5 -0.2 -0.6
H -11.98625 -10.76853 -15.61327 -0.5 -0.3 -0.6
H -13.33647 -11.29899 -13.72814 0.0 0.0 0.6
H -11.65276 -11.07657 -13.03670 -0.1 0.6 -0.4
H -12.26028 -12.65377 -13.25272 -0.4 -0.2 0.0
H -9.93840 -11.98204 -14.56600 -0.3 0.3 0.2
C -18.66031 -7.82874 -12.47915 -0.8 -0.7 0.5
C -19.88380 -8.68680 -12.90153 0.1 0.4 -0.6
C -21.20283 -7.93194 -12.92809 0.3 0.1 1.3
O -19.73127 -9.15297 -14.22109 0.6 0.1 -1.2
H -18.64187 -6.79358 -12.82003 -0.5 -0.1 -0.4
H -17.74354 -8.29651 -12.83807 0.0 -0.1 0.3
H -18.70837 -7.76691 -11.39197 0.5 0.0 0.2
H -19.97767 -9.63776 -12.37714 0.2 0.4 0.9
H -21.09095 -6.92703 -13.33520 0.2 0.0 -0.2
H -21.49896 -7.79217 -11.88844 -0.6 0.0 0.0
H -21.92309 -8.49318 -13.52335 -0.1 0.0 0.4
H -19.95395 -8.34228 -14.68454 0.2 -0.2 -1.1
C -15.53158 -12.53385 -5.99350 0.3 0.3 0.7
C -16.19043 -13.71404 -6.73963 -0.2 1.8 0.8
C -17.16026 -14.54749 -5.82750 -0.1 -0.4 -1.6
O -16.96862 -13.04857 -7.77427 -0.8 -1.0 0.7
H -14.83339 -12.77496 -5.19195 -0.1 -0.5 0.1
H -16.27520 -11.86613 -5.55841 -0.4 -0.3 0.2
H -14.96503 -11.83321 -6.60687 0.1 -0.4 -0.7
H -15.41861 -14.28661 -7.25398 -0.1 -0.5 0.3
H -18.12833 -14.06686 -5.68630 0.3 0.6 0.1
H -16.82388 -14.94192 -4.86865 0.6 0.5 -0.1
H -17.45651 -15.42809 -6.39749 0.2 -0.2 -0.2
H -16.40202 -12.79158 -8.50538 0.4 -0.2 -0.4
C -10.76599 -11.92558 -6.42150 -0.3 -1.0 0.7
C -10.68224 -12.19010 -7.92131 -1.3 1.5 1.5
C -11.99686 -11.75563 -8.52864 -1.0 -0.3 -1.6
O -9.67234 -11.41346 -8.44598 1.6 0.9 -1.2
H -11.04242 -10.93877 -6.05016 -0.2 0.4 -0.9
H -9.83188 -12.10606 -5.88954 0.1 -0.6 0.0
H -11.57252 -12.56837 -6.06876 0.3 -0.3 0.5
H -10.49272 -13.23675 -8.15944 -0.1 -0.2 0.3
H -12.87800 -12.25924 -8.13108 0.1 -0.3 0.2
H -12.00605 -11.96946 -9.59742 0.1 -0.4 -0.2
H -12.26434 -10.69952 -8.56331 0.6 0.3 0.8
H -9.15853 -11.02375 -7.73483 0.0 -0.1 -0.1
C -19.99871 -14.85539 -9.29705 0.1 -0.1 1.2
O -21.21386 -14.44983 -9.87832 0.5 0.1 -0.5
H -19.32557 -14.03269 -9.05593 0.0 0.3 -0.1
H -20.28118 -15.31196 -8.34845 0.3 -0.2 0.1
H -19.42037 -15.57124 -9.88117 -0.2 -0.2 -0.2
H -20.98924 -14.35881 -10.80724 -0.8 0.1 -0.4
```
Forces are in eV/Å.

Results
Energy relative to the best compared isomer or geometry (same formula, charge and spin) = 404.5 kJ/mol
Charge = 0
Structure (SMILES) = CC(C)O.CC(C)O.CC(C)O.CC(C)O.CC(C)O.CC(C)O.CC(C)O.CC(C)O.CC(C)O.CC(C)O.CO
E_LUMO = 0.4113 eV
Strongest force on any atom = 0.068 Eh/bohr
Kohn-Sham gap = 9.7603 eV
DFT total energy = -56027.727 eV

Atomic partial charges in e from the Mulliken method, atoms 1 to 99: number 1, C, carries -0.639; number 2, C, carries 0.234; number 3, C, carries -0.711; number 4, O, carries -0.577; number 5, H, carries 0.064; number 6, H, carries 0.396; number 7, H, carries 0.028; number 8, H, carries 0.289; number 9, H, carries 0.337; number 10, H, carries 0.221; number 11, H, carries -0.005; number 12, H, carries 0.377; number 13, C, carries -0.882; number 14, C, carries 0.707; number 15, C, carries -1.561; number 16, O, carries -0.555; number 17, H, carries -0.099; number 18, H, carries 0.493; number 19, H, carries 0.309; number 20, H, carries 0.129; number 21, H, carries 0.251; number 22, H, carries 0.528; number 23, H, carries 0.400; number 24, H, carries 0.293; number 25, C, carries -1.559; number 26, C, carries 1.119; number 27, C, carries -0.173; number 28, O, carries -0.620; number 29, H, carries 0.583; number 30, H, carries 0.146; number 31, H, carries 0.008; number 32, H, carries 0.356; number 33, H, carries -0.548; number 34, H, carries -0.015; number 35, H, carries 0.346; number 36, H, carries -0.296; number 37, C, carries -1.493; number 38, C, carries 0.994; number 39, C, carries -1.286; number 40, O, carries -0.254; number 41, H, carries 0.259; number 42, H, carries 0.222; number 43, H, carries 0.459; number 44, H, carries 0.106; number 45, H, carries 0.292; number 46, H, carries 0.428; number 47, H, carries 0.259; number 48, H, carries 0.207; number 49, C, carries -1.002; number 50, C, carries 0.268; number 51, C, carries -1.156; number 52, O, carries -0.557; number 53, H, carries 0.103; number 54, H, carries 0.288; number 55, H, carries 0.388; number 56, H, carries 0.512; number 57, H, carries 0.463; number 58, H, carries 0.436; number 59, H, carries 0.072; number 60, H, carries 0.289; number 61, C, carries -1.261; number 62, C, carries 1.430; number 63, C, carries -1.445; number 64, O, carries -0.564; number 65, H, carries 0.311; number 66, H, carries 0.077; number 67, H, carries 0.441; number 68, H, carries -0.246; number 69, H, carries 0.286; number 70, H, carries 0.352; number 71, H, carries 0.373; number 72, H, carries 0.255; number 73, C, carries -0.649; number 74, C, carries 0.434; number 75, C, carries -1.221; number 76, O, carries -0.569; number 77, H, carries 0.312; number 78, H, carries 0.362; number 79, H, carries -0.226; number 80, H, carries 0.268; number 81, H, carries 0.136; number 82, H, carries 0.553; number 83, H, carries 0.313; number 84, H, carries 0.286; number 85, C, carries -1.352; number 86, C, carries 0.919; number 87, C, carries -1.555; number 88, O, carries -0.573; number 89, H, carries 0.412; number 90, H, carries 0.242; number 91, H, carries 0.350; number 92, H, carries 0.031; number 93, H, carries 0.393; number 94, H, carries 0.427; number 95, H, carries 0.399; number 96, H, carries 0.342; number 97, C, carries -1.093; number 98, C, carries 0.444; number 99, C, carries -1.315